Density functional theory data (the ωB97M-V functional and the def2-TZVPD basis) for a 2-piece molecular cluster, C3H11NS2 overall.

```
17
Properties=species:S:1:pos:R:3:lowdin_charge:R:1
C -1.687 -3.167 0.080 -0.523
S -0.310 -2.247 0.797 0.345
S 1.001 -3.884 0.819 0.303
H -2.463 -2.446 -0.187 0.031
H -1.382 -3.639 -0.848 0.022
H -2.089 -3.893 0.779 0.028
H 1.997 -3.169 1.362 -0.202
C -0.629 1.752 -0.173 -0.157
N 0.791 1.743 0.152 -0.192
C 1.525 2.746 -0.600 -0.166
H -0.723 1.586 -1.251 0.077
H -1.080 2.744 -0.012 0.072
H -1.121 0.965 0.394 0.056
H 0.922 1.903 1.143 0.092
H 1.061 3.727 -0.623 0.065
H 2.532 2.874 -0.201 0.074
H 1.654 2.406 -1.630 0.075
```

Results
max |F| = 0.766 eV/Å
SMILES = CNC.CSS
DFT total energy = -971.990594 hartree
HOMO = -0.297 Ha
orbital gap = 8.6 eV

***

Density functional theory data (the ωB97M-V functional and the def2-TZVPD basis) for C29H80Br6N12O7P4 as an isolated structure in a non-equilibrium geometry.

```
138
Properties=species:S:1:pos:R:3:lowdin_charge:R:1
C 1.282 -2.195 -0.152 -1.429
Br 2.869 -1.599 0.877 0.583
Br 0.372 -0.581 -0.901 0.664
Br 0.146 -3.411 0.944 0.592
H 1.503 -2.848 -0.987 -0.097
C 3.310 -5.955 -2.131 -1.540
Br 3.296 -4.976 -0.419 0.566
Br 3.169 -7.852 -1.711 0.557
Br 4.932 -5.528 -3.115 0.562
H 2.501 -5.662 -2.785 -0.039
O -0.844 -3.412 5.435 -0.300
P 0.328 -2.791 6.100 0.535
N -0.089 -1.302 6.721 -0.316
C -1.507 -0.937 6.878 -0.090
C 0.834 -0.505 7.519 -0.126
N 1.723 -2.468 5.230 -0.287
C 1.819 -1.202 4.477 -0.093
C 2.847 -3.369 4.990 -0.118
N 0.827 -3.659 7.483 -0.294
C -0.116 -4.493 8.192 -0.128
C 2.205 -3.601 8.002 -0.110
H -1.882 -0.582 5.916 0.067
H -1.628 -0.210 7.675 0.078
H -2.089 -1.834 7.098 0.071
H 1.855 -0.610 7.161 0.059
H 0.714 -0.710 8.586 0.087
H 0.556 0.530 7.297 0.086
H 2.676 -1.242 3.816 0.036
H 0.891 -1.180 3.899 0.064
H 1.828 -0.308 5.101 0.067
H 2.667 -4.386 5.343 0.078
H 3.011 -3.479 3.917 0.071
H 3.777 -3.048 5.464 0.085
H 0.426 -5.142 8.881 0.076
H -0.869 -3.944 8.771 0.077
H -0.714 -5.143 7.549 0.074
H 2.165 -3.751 9.077 0.083
H 2.594 -2.598 7.826 0.058
H 2.877 -4.268 7.460 0.061
O 0.562 -2.725 -3.370 -0.305
P 0.517 -2.124 -4.712 0.531
N 1.884 -2.439 -5.626 -0.315
C 2.239 -1.637 -6.796 -0.122
C 2.386 -3.821 -5.646 -0.096
N 0.409 -0.433 -4.656 -0.291
C -0.864 0.180 -4.347 -0.127
C 1.573 0.350 -4.173 -0.111
N -0.755 -2.736 -5.652 -0.295
C -1.618 -3.756 -5.041 -0.105
C -1.144 -2.151 -6.944 -0.091
H 3.278 -1.321 -6.651 0.083
H 1.683 -0.706 -6.885 0.072
H 2.098 -2.251 -7.688 0.077
H 2.086 -4.307 -6.578 0.083
H 1.930 -4.371 -4.826 0.057
H 3.469 -3.760 -5.566 0.068
H -1.087 0.185 -3.272 0.027
H -0.796 1.231 -4.640 0.068
H -1.728 -0.261 -4.843 0.080
H 1.583 0.504 -3.089 0.016
H 2.494 -0.136 -4.494 0.073
H 1.609 1.316 -4.679 0.073
H -1.009 -4.645 -4.880 0.073
H -2.059 -3.449 -4.089 0.074
H -2.489 -3.936 -5.670 0.074
H -0.401 -2.385 -7.714 0.068
H -1.047 -1.067 -6.826 0.062
H -2.122 -2.514 -7.235 0.079
O -2.726 2.132 1.473 -0.287
P -3.572 0.927 1.291 0.532
N -4.944 0.986 2.249 -0.311
C -4.905 1.745 3.494 -0.098
C -6.046 0.052 1.998 -0.116
N -2.757 -0.498 1.659 -0.291
C -1.483 -0.365 2.385 -0.130
C -3.306 -1.839 1.547 -0.118
N -4.148 0.713 -0.284 -0.303
C -5.046 1.715 -0.827 -0.125
C -3.312 0.110 -1.334 -0.103
H -3.932 1.616 3.977 0.070
H -5.673 1.344 4.151 0.080
H -4.981 2.815 3.302 0.079
H -7.003 0.442 2.351 0.080
H -5.858 -0.836 2.612 0.076
H -6.096 -0.171 0.937 0.063
H -1.066 -1.322 2.697 0.036
H -0.771 0.171 1.761 0.042
H -1.611 0.169 3.330 0.070
H -3.485 -2.258 2.544 0.090
H -4.252 -1.824 1.012 0.070
H -2.530 -2.427 1.064 0.022
H -4.546 2.653 -1.109 0.072
H -5.505 1.294 -1.723 0.080
H -5.868 2.071 -0.202 0.080
H -2.487 0.801 -1.537 0.048
H -3.894 -0.031 -2.241 0.082
H -2.915 -0.832 -0.959 0.059
O 0.330 6.617 -3.060 -0.292
P -0.565 5.539 -2.562 0.560
N 0.239 4.189 -1.934 -0.289
C -0.402 3.227 -1.034 -0.126
C 1.462 3.672 -2.531 -0.104
N -1.577 4.891 -3.756 -0.294
C -0.983 4.771 -5.084 -0.117
C -2.577 3.887 -3.440 -0.125
N -1.706 5.959 -1.382 -0.308
C -2.863 6.770 -1.722 -0.116
C -1.182 6.248 -0.048 -0.113
H -0.397 2.223 -1.480 0.033
H -1.448 3.499 -0.921 0.058
H 0.096 3.174 -0.065 0.089
H 2.033 2.981 -1.910 0.078
H 2.180 4.457 -2.774 0.083
H 1.190 3.173 -3.463 0.056
H -1.664 5.186 -5.832 0.080
H -0.032 5.298 -5.126 0.071
H -0.816 3.729 -5.377 0.066
H -2.178 2.868 -3.413 0.063
H -3.034 4.042 -2.463 0.050
H -3.396 3.960 -4.159 0.089
H -2.638 7.505 -2.502 0.084
H -3.726 6.200 -2.072 0.070
H -3.216 7.376 -0.888 0.081
H -0.357 5.582 0.201 0.069
H -1.954 6.115 0.713 0.086
H -0.870 7.293 0.054 0.085
C 8.709 1.090 2.017 -0.039
O 7.814 0.455 1.116 0.020
C 6.791 1.156 0.697 -0.632
O 6.443 2.246 1.052 0.132
O 6.141 0.400 -0.196 0.003
C 5.009 0.983 -0.818 -0.071
H 9.556 0.448 2.229 0.094
H 8.137 1.453 2.871 0.098
H 9.166 2.004 1.622 0.098
H 4.560 1.822 -0.291 0.094
H 4.196 0.274 -0.966 0.040
H 5.302 1.300 -1.819 0.097
```

Results
max |F| = 1.712 eV/Å
DFT total energy = -19146.345346 hartree
HOMO = -0.297 Ha
orbital gap = 7.8 eV

***

Density functional theory data (the ωB97M-V functional and the def2-TZVPD basis) for C4H4O2Pb as an isolated structure in a non-equilibrium geometry.

```
11
Properties=species:S:1:pos:R:3:lowdin_charge:R:1
H 0.684 0.445 1.823 0.155
O 2.508 0.259 -1.948 0.325
C 1.517 -0.007 -1.414 -0.075
C 0.276 -0.140 -0.956 0.062
C -0.244 0.278 1.263 -0.252
C -0.612 -1.010 0.880 0.146
H -0.415 -0.645 -1.634 0.145
H -1.649 -1.081 0.538 0.120
H 0.056 -1.789 1.255 0.130
O -0.327 1.117 0.212 -0.555
Pb -1.792 2.572 -0.018 1.798
```

Results
charge = +2
max |F| = 2.792 eV/Å
DFT total energy = -497.195020 hartree
HOMO (alpha / beta) = -0.625 / -0.641 Ha
orbital gap (alpha / beta) = 5.8 / 6.4 eV

***

Density functional theory data (the ωB97M-V functional and the def2-TZVPD basis) for a 2-piece molecular cluster, C3H11NOS overall in a non-equilibrium geometry.

```
17
Properties=species:S:1:pos:R:3:lowdin_charge:R:1
C 2.204 -0.192 0.531 -0.074
C 0.715 0.224 0.404 -0.550
C 0.520 0.690 -1.029 -0.473
S -1.133 1.563 -1.185 0.679
N -0.171 -0.926 0.646 0.031
H 2.556 -0.366 1.547 0.074
H 2.292 -1.084 -0.102 0.084
H 2.865 0.528 0.076 0.063
H 0.621 1.078 1.081 0.123
H 0.214 -0.138 -1.612 0.039
H 1.266 1.331 -1.474 0.074
H -0.894 2.881 -1.158 -0.171
H -1.033 -0.523 1.037 0.058
H 0.126 -1.288 1.558 0.077
H -3.256 -2.006 -0.168 0.040
H -3.270 -0.565 -0.390 0.000
O -3.625 -1.206 0.238 -0.075
```

Results
max |F| = 2.658 eV/Å
SMILES = C[C@H](N)CS.O
DFT total energy = -649.057275 hartree
HOMO = -0.338 Ha
orbital gap = 10.0 eV

***

Density functional theory data (the ωB97M-V functional and the def2-TZVPD basis) for a 2-piece molecular cluster, C2H6N2O3P overall in a non-equilibrium geometry.

```
14
Properties=species:S:1:pos:R:3:lowdin_charge:R:1
C -0.416 -1.769 -0.254 -0.267
C -0.720 0.184 -1.506 -0.168
N 0.049 -2.201 0.918 0.038
N -0.266 -0.520 -0.426 -0.144
O -0.491 2.669 0.425 -0.346
O 0.758 1.203 2.174 -0.343
O 2.013 2.061 0.266 -0.361
P 0.687 1.925 0.916 0.147
H 0.054 0.803 -1.884 0.061
H -1.606 0.979 -1.211 0.132
H -0.980 -0.573 -2.188 0.046
H 0.595 -1.681 1.553 0.065
H 0.127 -3.207 0.896 0.058
H 0.196 0.127 0.323 0.082
```

Results
charge = -1
max |F| = 4.806 eV/Å
DFT total energy = -756.479946 hartree
HOMO = -0.187 Ha
orbital gap = 9.2 eV

***

Density functional theory data (the ωB97M-V functional and the def2-TZVPD basis) for a 13-piece molecular cluster, C27H55Br2Cl24N3O3 overall in a non-equilibrium geometry.

```
114
Properties=species:S:1:pos:R:3:lowdin_charge:R:1
C -0.618 -6.626 2.146 -0.211
C -2.057 -6.197 1.409 -0.215
C -2.340 -4.564 1.634 -0.207
N -2.871 -4.045 0.333 -0.045
C -3.103 -2.594 0.241 -0.284
N -4.199 -2.229 -0.783 -0.129
N -5.414 -2.699 -0.295 -0.051
C -1.751 -1.620 0.018 -0.334
C -0.715 -2.446 -0.901 -0.159
O 0.045 -3.522 -0.254 -0.239
C 1.441 -3.186 0.011 -0.089
O -1.141 -1.599 1.353 -0.164
C -0.333 -0.482 1.714 -0.196
C 0.674 0.208 0.643 -0.138
O 2.117 -0.159 0.840 -0.226
C 2.995 0.764 0.104 -0.203
C 3.019 0.464 -1.516 -0.251
C 3.887 -0.874 -1.941 -0.130
C -2.446 -0.262 -0.477 -0.460
Br -3.565 0.703 0.948 0.703
C -2.504 0.420 -1.776 -0.646
C -3.346 1.847 -2.012 -0.170
Br -1.618 -0.357 -3.349 0.674
H -0.507 -7.813 2.111 0.076
H -0.596 -6.200 3.240 0.024
H 0.265 -6.202 1.466 0.074
H -1.895 -6.467 0.263 0.106
H -2.948 -6.860 1.779 0.100
H -1.317 -4.122 1.990 0.111
H -3.174 -4.516 2.469 0.130
H -2.512 -4.525 -0.512 0.107
H -3.546 -2.218 1.285 0.145
H -3.896 -2.721 -1.651 0.119
H -6.165 -2.264 -0.910 0.001
H -5.631 -2.335 0.660 0.082
H -1.344 -2.966 -1.772 0.127
H 0.099 -1.794 -1.483 0.101
H 2.006 -2.610 -0.833 0.076
H 2.021 -4.222 0.139 0.109
H 1.487 -2.677 1.072 0.108
H -0.962 0.402 2.216 0.066
H 0.372 -0.844 2.613 0.126
H 0.361 0.120 -0.491 0.112
H 0.658 1.383 0.863 0.114
H 4.100 0.606 0.488 0.140
H 2.726 1.890 0.286 0.086
H 3.589 1.386 -2.011 0.029
H 1.951 0.441 -2.014 0.067
H 4.730 -0.667 -2.726 0.073
H 4.267 -1.453 -0.977 0.089
H 3.117 -1.612 -2.473 0.069
H -2.745 2.715 -1.464 0.092
H -4.463 1.763 -1.674 0.069
H -3.321 2.145 -3.166 0.049
C 3.555 2.977 -4.679 -0.983
Cl 2.079 2.285 -3.995 0.567
Cl 4.767 3.260 -3.424 0.546
H 3.964 2.284 -5.419 0.040
H 3.312 3.928 -5.160 -0.068
C -3.128 1.675 4.573 -1.031
Cl -1.852 2.587 3.758 0.494
Cl -3.548 2.414 6.123 0.526
H -4.016 1.658 3.935 0.010
H -2.780 0.654 4.748 -0.012
C 2.355 4.697 -1.207 -1.037
Cl 0.879 4.004 -0.523 0.517
Cl 3.567 4.979 0.048 0.503
H 2.764 4.004 -1.947 -0.070
H 2.112 5.648 -1.688 0.035
C -3.428 6.261 6.699 -1.042
Cl -2.152 7.173 5.885 0.494
Cl -3.848 7.000 8.250 0.497
H -4.316 6.244 6.062 0.031
H -3.080 5.240 6.875 -0.011
C 0.501 0.318 5.925 -1.023
Cl -0.568 -0.953 5.320 0.541
Cl 2.027 -0.359 6.508 0.512
H 0.711 1.021 5.115 0.018
H 0.006 0.839 6.747 0.031
C 3.868 6.520 -7.109 -0.998
Cl 2.533 5.363 -7.057 0.546
Cl 4.762 6.529 -5.584 0.502
H 4.548 6.243 -7.919 0.022
H 3.465 7.520 -7.291 0.033
C 1.509 -7.317 5.581 -0.987
Cl 1.829 -7.096 3.857 0.579
Cl 0.200 -6.261 6.126 0.518
H 1.224 -8.357 5.760 0.034
H 2.415 -7.080 6.144 0.030
C -8.601 -2.342 -3.061 -1.013
Cl -8.064 -0.984 -2.064 0.523
Cl -7.298 -3.513 -3.296 0.514
H -9.440 -2.837 -2.565 0.030
H -8.920 -1.963 -4.035 0.028
C -3.074 4.477 -5.722 -1.032
Cl -4.143 3.206 -6.327 0.499
Cl -1.548 3.800 -5.139 0.490
H -2.864 5.181 -6.532 0.028
H -3.569 4.998 -4.900 0.029
C 1.581 6.499 4.380 -1.028
Cl 0.681 5.033 3.971 0.470
Cl 0.853 7.923 3.629 0.491
H 1.576 6.628 5.466 0.029
H 2.609 6.396 4.026 0.027
C 3.826 -9.343 1.697 -1.048
Cl 2.757 -10.614 1.092 0.494
Cl 5.352 -10.020 2.280 0.495
H 4.036 -8.640 0.887 0.031
H 3.331 -8.822 2.519 -0.046
C 8.481 6.069 -6.756 -1.024
Cl 7.581 4.603 -7.166 0.490
Cl 7.753 7.493 -7.508 0.491
H 8.476 6.197 -5.671 0.031
H 9.509 5.966 -7.111 0.029
```

Results
max |F| = 4.328 eV/Å
DFT total energy = -17643.966447 hartree
HOMO = -0.271 Ha
orbital gap = 7.5 eV